This record from OMol25 describes a cluster of 8 separate species, C42H42N6O14 in total in a non-equilibrium geometry. The level of theory is wB97M-V/def2-TZVPD.

## Properties
Charge   0
Kohn-Sham gap   8.4 eV
SMILES   O=[N+]([O-])c1ccccc1.O=[N+]([O-])c1ccccc1.O=[N+]([O-])c1ccccc1.O=[N+]([O-])c1ccccc1.O=[N+]([O-])c1ccccc1.O=[N+]([O-])c1ccccc1.CC(C)=O.CC(C)=O
E_LUMO   -0.855 eV

Geometry as XYZ:
```
104
Properties=species:S:1:pos:R:3:forces:R:3
C 0.653312 -0.137639 4.874348 -0.19 0.94 -0.84
C 1.523130 0.681014 5.595225 -0.52 -0.56 -0.47
C 2.773311 0.190559 5.898826 0.16 0.31 0.86
C 3.139534 -1.061602 5.446402 -0.02 0.44 0.53
C 2.295828 -1.852294 4.723310 -0.19 -0.65 -1.32
C 1.044052 -1.371577 4.392701 -0.10 0.23 0.25
N 4.487203 -1.533799 5.755166 -0.27 -0.04 -0.01
O 5.160747 -0.873021 6.506614 0.40 0.38 0.40
O 4.835910 -2.564133 5.238262 0.33 -0.70 -0.32
H -0.270035 0.297393 4.500062 -0.09 -0.21 0.36
H 1.201364 1.688316 5.817548 0.18 -0.01 0.35
H 3.441171 0.721811 6.564019 0.14 0.12 -0.33
H 2.622818 -2.764180 4.243550 0.23 -0.10 0.39
H 0.417668 -1.905325 3.691504 -0.11 -0.15 0.17
C 5.102968 1.160164 -5.285681 0.24 0.51 -0.48
C 4.979838 2.349622 -4.583772 -0.10 0.32 0.24
C 4.701333 2.328047 -3.232882 0.03 -0.24 0.12
C 4.506903 1.098835 -2.630250 -0.07 0.19 0.18
C 4.614863 -0.096025 -3.306443 -0.01 -0.15 -0.04
C 4.939149 -0.048401 -4.643721 -0.20 -0.47 -0.28
N 4.122747 1.069963 -1.220134 0.02 0.73 0.08
O 4.024568 -0.013752 -0.701682 -0.17 -0.54 0.49
O 3.919064 2.134947 -0.653091 0.06 -0.35 -0.14
H 5.344057 1.210778 -6.341022 -0.11 -0.15 0.01
H 5.046064 3.325419 -5.045810 0.21 -0.17 -0.30
H 4.653114 3.226318 -2.638856 -0.17 0.05 -0.03
H 4.435264 -1.057883 -2.852555 -0.04 0.14 0.31
H 4.972539 -0.993255 -5.171760 0.20 0.13 -0.19
C -2.019361 0.015211 -6.764601 0.00 -0.14 -0.07
C -1.650394 0.215643 -5.443776 -0.44 0.09 0.31
C -1.830425 -0.799081 -4.505791 0.04 0.56 -0.06
C -2.297277 -2.016828 -4.941065 0.10 0.12 -0.22
C -2.606471 -2.261426 -6.263053 0.05 -0.18 -0.83
C -2.496687 -1.229922 -7.180912 0.52 0.40 0.19
N -2.407666 -3.108456 -3.983765 -0.04 -0.19 -0.36
O -2.285664 -2.838771 -2.818334 0.10 0.10 0.91
O -2.603722 -4.223954 -4.420028 -0.08 -0.35 -0.09
H -1.927227 0.814003 -7.492163 0.09 -0.02 0.10
H -1.287206 1.174729 -5.089833 0.02 0.00 -0.14
H -1.614781 -0.617719 -3.461805 0.00 -0.13 0.02
H -2.857852 -3.256267 -6.605614 -0.17 0.04 0.24
H -2.667304 -1.374677 -8.239439 -0.25 -0.20 0.09
C 0.542893 4.418986 1.525016 -0.56 -0.20 0.88
C -0.681860 3.864896 1.158227 -0.17 0.11 -0.88
C -0.931997 3.561389 -0.177840 0.17 -0.22 0.21
C 0.111234 3.716923 -1.075219 0.07 -0.45 0.08
C 1.342664 4.204369 -0.713821 0.96 0.15 0.83
C 1.573882 4.566848 0.619681 -0.48 -0.05 -0.61
N -0.015042 3.156427 -2.435130 -0.52 1.28 0.39
O -1.120452 2.922500 -2.846842 -1.04 -0.50 -0.10
O 0.982163 3.057099 -3.092693 1.25 -0.42 -0.53
H 0.636010 4.693328 2.575052 0.39 -0.07 -0.20
H -1.451681 3.606823 1.871394 0.02 0.31 0.14
H -1.863286 3.121538 -0.503785 -0.02 -0.03 0.07
H 2.172381 4.238452 -1.404346 -0.20 -0.05 -0.19
H 2.546259 4.911592 0.936911 0.02 0.11 -0.07
C -2.642204 -5.112271 7.434946 0.03 -0.33 -0.01
C -2.225396 -3.814271 7.690660 -0.26 -0.62 0.40
C -2.421644 -2.846387 6.740373 -0.06 1.03 0.28
C -2.999205 -3.164947 5.526919 0.35 -0.25 0.46
C -3.467619 -4.441549 5.287020 -0.37 0.54 -0.68
C -3.304566 -5.401008 6.255334 0.28 -0.58 -0.20
N -3.100687 -2.136632 4.494540 -0.26 0.49 0.76
O -2.621914 -1.038622 4.726362 0.14 -0.11 0.01
O -3.706536 -2.418719 3.496954 -0.30 -0.20 -0.94
H -2.462151 -5.928301 8.122798 -0.01 0.18 0.21
H -1.815344 -3.549462 8.653913 0.16 -0.01 -0.02
H -2.217481 -1.821530 7.023857 0.26 0.01 -0.46
H -3.987176 -4.645602 4.360351 0.16 -0.08 -0.02
H -3.620675 -6.408719 6.019583 -0.09 -0.02 0.23
C 1.506577 -2.818618 -3.690484 0.47 -0.72 -0.24
C 1.846362 -2.961176 -5.036974 -0.01 0.13 0.88
C 1.862983 -1.842456 -5.841088 0.65 -0.53 -0.82
C 1.605343 -0.610825 -5.289151 -0.24 0.05 0.26
C 1.254069 -0.459019 -3.970305 -0.19 0.19 0.22
C 1.222526 -1.579378 -3.162820 -0.24 0.25 0.06
N 1.708753 0.577421 -6.116641 0.12 0.36 -0.31
O 1.830048 1.655095 -5.563875 -0.12 -0.31 -0.17
O 1.695232 0.406939 -7.322131 0.01 0.19 -0.14
H 1.532121 -3.717241 -3.082641 -0.15 0.21 0.17
H 2.185149 -3.931538 -5.370484 -0.24 0.02 -0.35
H 2.166926 -1.942291 -6.876809 -0.13 0.24 0.06
H 0.933315 0.504961 -3.599396 0.30 0.11 0.04
H 0.948439 -1.441548 -2.135945 -0.15 -0.15 0.39
C 0.588846 0.543870 0.824009 -0.49 -0.78 -0.49
C -0.824459 0.099355 0.477946 -0.26 0.65 0.79
O -1.229172 0.166919 -0.656045 0.13 -0.36 -0.48
C -1.772038 -0.170386 1.635154 -0.48 -0.04 -0.47
H 0.896261 0.282313 1.828615 -0.03 0.15 0.24
H 0.510673 1.619951 0.676682 0.57 0.07 0.14
H 1.286098 0.085377 0.122996 0.10 0.32 -0.11
H -1.991956 -1.236295 1.748678 0.43 0.00 0.18
H -2.752900 0.256663 1.410048 0.21 0.12 -0.14
H -1.411760 0.282897 2.553054 0.09 -0.26 0.18
C -3.796885 2.690058 3.567186 0.39 -0.14 -0.60
C -4.362475 2.783958 2.165779 -0.39 0.79 1.07
O -3.665083 2.589884 1.213651 0.55 -0.30 -0.99
C -5.791918 3.227844 2.015978 -0.22 -0.55 -0.41
H -3.718655 3.697118 3.979834 -0.29 -0.03 0.19
H -2.782902 2.305924 3.457962 -0.07 -0.19 0.25
H -4.404319 2.037783 4.188761 0.00 0.10 0.23
H -5.895659 3.753175 1.068506 -0.03 0.14 0.09
H -6.163149 3.806433 2.854961 0.03 0.09 0.07
H -6.403411 2.320905 1.925076 0.00 0.10 0.13
```
Positions in Å, forces in eV/Å.

This record from OMol25 describes a structure of composition C42H43N2O4S2Ti in a non-equilibrium geometry. The level of theory is wB97M-V/def2-TZVPD.

## Properties
Charge   0
Kohn-Sham gap (spin up / spin down)   7.1 / 8.0 eV
2S+1   2
E_LUMO (spin up / spin down)   -0.265 / -0.314 eV

Geometry as XYZ:
```
94
Properties=species:S:1:pos:R:3:forces:R:3
Ti 0.623290 -0.670351 -0.530019 1.38 -1.03 2.79
C 4.248831 -1.096882 -1.978664 -0.17 0.04 -0.03
C 3.732097 -0.869968 -0.580546 0.01 0.01 0.03
C 4.006232 0.348288 0.049522 0.09 0.15 0.04
C 4.490164 1.533612 -0.749725 -0.02 0.00 0.06
C 3.878708 0.477509 1.436976 0.00 0.15 -0.01
C 4.201389 1.823141 2.050359 0.02 -0.06 -0.09
C 3.479582 -0.627184 2.202318 0.01 -0.02 0.11
C 3.632149 -0.650552 3.712006 -0.02 0.00 -0.07
C 3.030738 -1.780482 1.554061 -0.02 -0.14 0.06
C 2.592135 -2.986964 2.352523 0.09 0.07 0.01
C 3.124935 -1.900744 0.152448 0.33 -0.28 0.22
C 2.855092 -3.259283 -0.467510 0.09 0.12 0.05
H 5.336529 -0.999376 -1.963924 0.03 0.02 -0.04
H 3.869813 -0.367803 -2.693175 -0.03 -0.01 0.02
H 4.013333 -2.088242 -2.353128 0.00 0.02 -0.01
H 5.558892 1.717061 -0.590267 -0.06 0.00 0.00
H 3.951621 2.435904 -0.452234 0.03 -0.06 -0.03
H 4.330693 1.400522 -1.816688 0.02 0.01 0.04
H 5.222426 2.135000 1.809921 -0.06 -0.02 0.02
H 4.088540 1.842386 3.129209 0.01 0.01 -0.03
H 3.527274 2.584184 1.646658 0.05 -0.02 0.02
H 4.302021 -1.466646 3.997202 -0.05 0.04 0.00
H 2.687887 -0.816481 4.236048 0.01 0.01 -0.02
H 4.066542 0.267311 4.097328 -0.02 -0.05 -0.01
H 1.607432 -3.331774 2.046701 -0.09 -0.03 -0.04
H 2.541247 -2.781821 3.417299 0.01 -0.01 -0.02
H 3.290059 -3.817994 2.206148 -0.04 0.02 0.01
H 3.732537 -3.905932 -0.353574 -0.03 0.02 -0.03
H 2.618518 -3.186560 -1.521672 -0.05 0.00 -0.11
H 2.022347 -3.765002 0.010705 -0.06 -0.03 0.05
C -2.777709 0.604288 -2.814874 -0.07 0.12 -0.12
C -1.385743 0.217170 -2.430692 -0.33 -0.26 -0.34
N -1.143783 -0.342179 -1.292186 -1.42 0.06 -0.03
N -2.222169 -0.625426 -0.448523 -0.33 0.02 0.20
C -1.994765 -1.604790 0.362933 0.00 -0.05 -0.57
S -0.548655 -2.579229 0.405438 -0.32 -0.16 0.29
S -3.318918 -1.972881 1.501532 -0.25 0.00 -0.18
C -4.024075 -3.441585 0.644233 0.23 0.16 0.00
C -4.701020 -3.122021 -0.660302 0.08 0.18 0.09
C -5.961653 -2.526473 -0.683831 0.00 -0.01 0.00
C -6.557124 -2.178605 -1.887319 0.06 -0.05 0.00
C -5.898440 -2.427723 -3.088763 -0.02 0.03 0.07
C -4.648834 -3.029476 -3.073556 0.03 -0.01 0.01
C -4.049783 -3.367300 -1.864035 0.01 -0.02 -0.04
C -0.313529 0.286273 -3.422112 -0.06 0.21 0.08
C -0.509521 0.999575 -4.613893 -0.14 0.10 -0.02
C 0.385359 0.928046 -5.652821 0.15 -0.03 -0.10
C 1.495375 0.082926 -5.542301 -0.07 0.09 -0.06
C 1.718199 -0.627922 -4.386457 0.05 -0.01 -0.02
C 0.855062 -0.494193 -3.293006 -0.24 -0.21 -0.01
O 1.106956 -1.162683 -2.172573 0.72 -0.46 -2.27
H -3.461727 0.418981 -1.995970 -0.03 0.01 0.04
H -3.093714 0.032794 -3.688947 0.01 0.01 -0.01
H -2.810894 1.664314 -3.076543 0.01 -0.04 0.00
H -4.720370 -3.851221 1.373628 -0.02 -0.06 0.01
H -3.201347 -4.141042 0.503328 -0.06 -0.10 0.01
H -6.472997 -2.328737 0.254291 0.04 0.01 -0.08
H -7.537881 -1.717638 -1.891430 0.04 -0.01 0.00
H -6.359263 -2.149931 -4.030190 0.01 -0.05 0.06
H -4.138518 -3.243664 -4.006369 0.00 0.04 0.06
H -3.065103 -3.825731 -1.853137 -0.05 0.03 0.00
H -1.392015 1.620715 -4.717967 0.08 -0.06 0.01
H 0.220282 1.503643 -6.554438 0.01 -0.04 0.03
H 2.186439 -0.018168 -6.371622 -0.05 0.01 0.04
H 2.556786 -1.304176 -4.296475 0.01 0.04 0.02
O 0.040113 0.225782 1.646895 -0.19 0.68 -0.43
C -0.160347 1.672380 1.552297 0.04 -0.16 0.23
C 0.862744 2.078878 0.484516 0.40 -0.13 -0.14
O 1.317203 3.197669 0.460194 0.02 0.04 -0.17
O 1.162351 1.110791 -0.341434 0.24 1.75 0.22
C 0.169735 2.333431 2.886106 0.11 -0.20 0.14
C 1.153924 1.753342 3.682857 -0.02 -0.06 -0.05
C 1.504248 2.312124 4.903333 0.00 0.01 -0.04
C 0.874604 3.469927 5.338438 -0.03 -0.01 -0.06
C -0.095484 4.063509 4.541417 0.03 -0.01 0.00
C -0.448795 3.501098 3.322002 0.03 -0.05 -0.05
C -1.571187 2.018591 1.087012 0.13 0.01 0.06
C -2.655123 1.524053 1.800071 -0.13 -0.05 0.11
C -3.952962 1.820747 1.418538 0.00 0.00 0.01
C -4.181603 2.652596 0.328473 -0.01 -0.05 0.01
C -3.103804 3.181606 -0.365238 0.04 -0.01 -0.01
C -1.801359 2.859987 0.006884 -0.05 0.02 -0.11
H -0.548236 -0.126613 2.318381 -0.17 -0.29 0.11
H 1.643425 0.855038 3.326343 -0.04 0.10 0.08
H 2.273541 1.846469 5.510855 -0.06 0.01 -0.04
H 1.138440 3.908414 6.292087 0.00 0.01 0.00
H -0.583448 4.972883 4.870336 0.01 -0.03 -0.01
H -1.203334 3.980335 2.711948 0.00 -0.03 -0.01
H -2.494934 0.893539 2.671734 -0.01 0.03 -0.05
H -4.783895 1.401632 1.974455 0.05 0.02 -0.05
H -5.196282 2.883809 0.020957 0.09 0.01 0.05
H -3.271561 3.854967 -1.199442 0.02 -0.07 0.04
H -0.965971 3.282237 -0.541381 -0.06 0.00 0.03
```
Positions in Å, forces in eV/Å.

Look up the charge of the first one. 0